{
  "formula": "C50H42Br6N8O16",
  "method": "the ωB97M-V functional and the def2-TZVPD basis",
  "gap_ev": 8.3,
  "total_charge": 0,
  "multiplicity": 1,
  "total_energy_ev": -517440.2986,
  "symbols": ["Br", "Br", "Br", "Br", "Br", "Br", "O", "O", "O", "O", "O", "O", "O", "O", "O", "O", "O", "O", "O", "O", "O", "O", "N", "N", "N", "N", "N", "N", "N", "N", "C", "C", "C", "C", "C", "C", "C", "C", "C", "C", "C", "C", "C", "C", "C", "C", "C", "C", "C", "C", "C", "C", "C", "C", "C", "C", "C", "C", "C", "C", "C", "C", "C", "C", "C", "C", "C", "C", "C", "C", "C", "C", "C", "C", "C", "C", "C", "C", "C", "C", "H", "H", "H", "H", "H", "H", "H", "H", "H", "H", "H", "H", "H", "H", "H", "H", "H", "H", "H", "H", "H", "H", "H", "H", "H", "H", "H", "H", "H", "H", "H", "H", "H", "H", "H", "H", "H", "H", "H", "H", "H", "H"],
  "xyz": [[17.83, -14.48, 4.92], [18.75, -18.08, 3.83], [20.56, -20.03, 1.91], [17.39, -20.04, 1.59], [19.02, -16.44, 7.20], [16.67, -14.52, 8.22], [18.33, -23.63, 2.21], [8.64, -23.76, 2.70], [12.94, -25.50, 4.38], [12.54, -22.85, -4.36], [17.83, -21.22, 6.01], [24.16, -24.47, 5.04], [24.94, -24.12, 6.97], [17.23, -28.74, 8.86], [15.93, -27.89, 7.32], [14.65, -22.56, -3.98], [16.20, -16.32, 3.40], [14.54, -14.79, 3.53], [13.94, -27.21, 5.16], [17.03, -19.36, 6.51], [17.26, -24.40, 3.92], [10.60, -22.78, 3.02], [12.90, -26.57, 4.91], [16.92, -20.40, 5.95], [17.03, -27.95, 7.94], [15.43, -15.44, 2.95], [13.55, -22.85, -3.65], [9.38, -22.79, 2.80], [24.23, -23.75, 6.02], [17.59, -24.43, 2.74], [16.15, -27.83, 1.65], [11.59, -27.10, 5.30], [9.08, -27.91, 6.05], [6.70, -20.02, 2.87], [16.41, -26.76, 2.47], [17.39, -15.51, 6.62], [17.83, -25.80, 6.84], [21.97, -21.26, 7.59], [20.40, -26.21, 7.93], [8.75, -21.45, 2.69], [20.14, -25.10, 7.09], [18.08, -26.94, 7.65], [18.87, -24.90, 6.48], [15.09, -19.44, 4.56], [10.45, -26.42, 4.79], [23.20, -22.76, 6.19], [16.42, -27.76, 0.31], [14.29, -23.53, -0.06], [13.35, -23.08, -2.19], [14.83, -13.60, -0.36], [13.92, -19.73, 3.77], [11.48, -28.33, 6.08], [23.00, -22.16, 7.42], [9.50, -20.30, 2.31], [16.76, -26.57, -0.29], [11.88, -23.18, -0.26], [13.00, -23.36, 0.49], [14.44, -22.19, 3.79], [19.37, -27.05, 8.21], [15.78, -20.56, 5.05], [14.43, -23.39, -1.40], [16.90, -14.88, -0.49], [13.59, -21.05, 3.42], [7.39, -21.27, 2.91], [22.35, -22.31, 5.09], [21.19, -20.88, 6.48], [12.08, -23.04, -1.63], [15.93, -14.03, -1.10], [14.63, -14.12, 0.86], [16.71, -15.35, 0.81], [7.48, -18.90, 2.72], [17.00, -25.59, 1.91], [17.23, -25.51, 0.55], [15.48, -21.88, 4.63], [10.19, -28.72, 6.44], [9.19, -26.79, 5.18], [18.82, -19.81, 2.87], [8.85, -19.08, 2.39], [15.61, -14.92, 1.54], [21.45, -21.38, 5.23], [15.69, -28.71, 2.07], [20.91, -24.39, 6.82], [15.16, -23.90, 0.48], [16.88, -26.52, -1.37], [16.26, -13.56, -2.01], [10.56, -25.49, 4.26], [10.88, -23.20, 0.16], [21.39, -26.39, 8.30], [12.32, -28.91, 6.43], [23.57, -22.45, 8.29], [9.47, -18.23, 2.15], [20.87, -20.99, 4.40], [13.92, -23.10, 3.56], [8.32, -26.23, 4.86], [12.72, -21.24, 2.81], [22.49, -22.74, 4.11], [10.06, -29.64, 7.00], [6.99, -17.94, 2.72], [17.51, -15.95, 1.21], [12.88, -23.59, 1.53], [16.87, -25.71, 6.37], [6.68, -22.07, 3.09], [18.72, -23.98, 5.93], [8.10, -28.09, 6.48], [15.83, -22.78, 5.11], [16.08, -28.58, -0.30], [17.57, -24.59, 0.09], [19.58, -27.96, 8.75], [18.83, -20.54, 3.68], [11.22, -23.00, -2.28], [14.11, -12.87, -0.71], [20.50, -20.07, 6.66], [21.93, -20.81, 8.57], [13.70, -13.93, 1.36], [13.36, -18.92, 3.32], [15.37, -23.60, -1.90], [15.48, -18.45, 4.75], [16.74, -16.34, 6.33], [10.57, -20.36, 2.20], [17.88, -15.01, -0.93], [5.65, -19.87, 3.07], [16.10, -26.87, 3.50]],
  "mulliken_charge": [-0.063, 0.070, -0.082, -0.053, -0.039, -0.059, -0.628, -0.577, -0.597, -0.595, -0.479, -0.554, -0.593, -0.571, -0.558, -0.560, -0.194, -0.557, -0.577, -0.562, -0.368, -0.462, 1.086, 1.031, 0.934, 0.793, 0.966, 0.967, 0.920, 1.052, -0.479, 0.065, -0.420, -0.525, -0.482, 0.064, -0.161, -0.855, -0.500, 0.163, -0.121, -0.229, -0.603, 0.187, -0.148, -0.562, -0.570, -0.403, -0.292, -0.414, -0.900, -0.494, -0.045, -0.045, -0.389, -0.856, 0.044, -0.272, -0.423, -0.372, -0.401, -0.513, 0.135, -0.300, 0.006, -0.093, -0.096, -0.415, -0.484, -0.113, -0.510, 0.058, -0.384, -0.394, -0.518, -0.454, 0.273, -0.454, 0.128, 0.614, 0.435, 0.276, 0.357, 0.435, 0.344, 0.399, 0.524, 0.439, 0.466, 0.450, 0.381, -0.563, 0.183, 0.447, 0.123, 0.444, 0.390, 0.374, 0.407, 0.376, 0.469, 0.372, 0.651, 0.357, 0.474, 0.332, 0.466, 0.395, -0.338, 0.470, 0.380, 0.409, 0.431, 0.373, 0.428, 0.417, 0.458, 0.035, 0.252, 0.368, 0.388, 0.592]
}


{
  "formula": "C5H31N2O8",
  "method": "the ωB97M-V functional and the def2-TZVPD basis",
  "gap_ev": [10.1, 4.0],
  "total_charge": 2,
  "multiplicity": 2,
  "total_energy_ev": -25029.1500,
  "symbols": ["O", "O", "O", "O", "O", "O", "O", "O", "N", "N", "C", "C", "C", "C", "C", "H", "H", "H", "H", "H", "H", "H", "H", "H", "H", "H", "H", "H", "H", "H", "H", "H", "H", "H", "H", "H", "H", "H", "H", "H", "H", "H", "H", "H", "H", "H"],
  "xyz": [[1.10, -2.90, -1.30], [-1.86, 3.27, -0.64], [0.94, 0.35, 1.23], [2.66, 2.51, -1.44], [2.88, -0.85, -1.51], [-0.03, 3.59, 1.40], [2.80, -2.80, 0.84], [-0.18, 1.72, 3.33], [-1.24, -0.69, 2.50], [0.53, 0.34, -1.81], [-0.69, 0.01, -2.62], [-1.56, -1.20, -0.56], [-2.48, -0.16, 0.21], [-1.46, -1.23, -2.07], [-2.47, -0.87, 1.62], [-1.76, -2.24, -0.22], [0.94, -3.34, -2.15], [-0.46, -0.95, -0.14], [-1.01, -2.18, -2.46], [-0.29, 2.90, 2.08], [3.63, -0.36, -1.37], [0.67, 1.01, 1.93], [-0.15, 2.00, 4.21], [3.02, 3.34, -1.04], [-2.68, -1.90, 1.39], [1.37, -0.26, -2.12], [-2.09, 0.86, 0.10], [2.93, -1.72, -1.00], [3.37, 2.39, -2.12], [0.87, 1.30, -1.89], [-1.26, 3.44, 0.11], [-1.35, 0.78, -2.55], [3.61, -2.92, 1.41], [-0.25, -0.21, -3.69], [0.95, 3.67, 1.46], [1.55, -0.36, 1.56], [1.60, -3.52, -0.84], [-3.33, -0.53, 2.12], [2.05, -3.08, 1.34], [0.38, 0.16, -0.69], [-2.60, 2.87, -0.19], [-0.50, -0.77, 1.84], [-1.14, -1.35, 3.18], [-2.50, -1.21, -2.35], [-3.48, -0.08, -0.20], [-1.00, 1.17, 3.11]],
  "nbo_charge": [-0.966, -0.945, -0.991, -0.972, -0.976, -0.973, -0.979, -0.932, -0.331, -0.759, -0.216, -0.380, -0.455, -0.427, -0.286, 0.227, 0.489, 0.179, 0.237, 0.478, 0.485, 0.517, 0.528, 0.495, 0.313, 0.486, 0.248, 0.525, 0.485, 0.468, 0.494, 0.223, 0.512, 0.241, 0.492, 0.508, 0.484, 0.278, 0.477, 0.453, 0.446, 0.429, 0.403, 0.243, 0.261, 0.485]
}


{
  "formula": "C3H5LiO3Sc",
  "method": "the ωB97M-V functional and the def2-TZVPD basis",
  "gap_ev": [6.7, 6.8],
  "total_charge": 1,
  "multiplicity": 1,
  "total_energy_ev": -30232.5231,
  "symbols": ["Sc", "O", "O", "O", "C", "C", "C", "Li", "H", "H", "H", "H", "H"],
  "xyz": [[3.71, -0.76, -0.81], [-0.61, 0.85, 0.19], [-2.12, 2.43, 0.40], [1.69, -0.18, -0.67], [-0.46, -0.59, 0.29], [-1.57, 1.47, 0.87], [0.56, -0.99, -0.77], [1.17, 1.56, -0.46], [-1.43, -1.07, 0.14], [-1.74, 1.09, 1.90], [0.79, -2.06, -0.60], [0.08, -0.93, -1.76], [-0.07, -0.82, 1.29]],
  "nbo_charge": [0.876, -0.619, -0.494, -1.078, -0.102, 0.637, -0.091, 0.942, 0.218, 0.136, 0.188, 0.190, 0.196]
}